19
Properties=species:S:1:pos:R:3:forces:R:3 method="wB97M-V/def2-TZVPD" lumo_energy_ev=0.7 spin_multiplicity=1 total_charge=0 smiles="CCCCC=O.O" gap_ev=10.3 relative_energy_ev=1.437
O -1.816002 2.502743 1.727472 -0.2526 0.1791 -0.1041
C -1.959612 1.515736 1.055397 0.8008 0.0854 -0.0527
C -0.911544 0.414231 1.051039 -0.7488 -0.0379 0.3286
C 0.443205 0.688457 0.417272 0.8744 0.7945 -0.0097
C 0.462868 0.283718 -1.052785 0.0199 -2.0515 0.8475
C 1.819920 0.279998 -1.737696 -0.2379 2.1417 -1.4611
H -2.871160 1.368685 0.446274 -0.0471 0.0172 0.0032
H -0.829444 0.179334 2.116928 0.2411 -0.1017 -0.0822
H -1.346313 -0.451845 0.555199 -0.0252 -0.2319 0.0515
H 0.801706 1.719952 0.520254 -0.6148 0.2166 0.0317
H 1.227179 0.177603 0.986172 -0.1938 -0.4927 -0.2531
H 0.128767 -0.766209 -1.043947 0.0335 0.0044 -0.0277
H -0.355870 0.754829 -1.597650 0.4196 0.5684 -0.2719
H 2.139217 1.322712 -1.906170 0.0630 -0.0530 0.3772
H 2.687016 -0.204135 -1.304606 -0.3889 -0.4951 0.4737
H 1.699262 -0.021610 -2.781931 0.0608 -0.5651 0.1495
H 1.231942 -4.140025 -1.781838 -0.4268 0.9459 0.4666
H 1.633048 -5.061820 -0.816019 0.2138 -0.5089 1.0804
O 1.240043 -4.187118 -0.804714 0.2090 -0.4154 -1.5472

---

19
Properties=species:S:1:pos:R:3:forces:R:3 method="wB97M-V/def2-TZVPD" lumo_energy_ev=0.8 spin_multiplicity=1 total_charge=0 smiles=CC[C@@H](O)[C@@H](C)O gap_ev=10.5 relative_energy_ev=0.695
C 2.361594 0.351520 1.194983 0.0604 -0.0715 -0.0291
C 0.951578 0.718852 0.747077 -0.1274 0.1690 -0.0497
C 0.240717 -0.399717 -0.011249 0.2217 -0.0749 0.0568
O 0.352018 -1.568058 0.763970 -0.0089 -0.4101 0.3023
C -1.236316 -0.052741 -0.299287 -0.1069 0.2367 0.0965
C -1.443748 0.358229 -1.743794 0.0755 0.0390 -0.0545
O -2.008494 -1.208498 0.004811 -0.3033 -0.2874 -0.1103
H 2.332527 -0.581848 1.761408 0.0516 0.1411 -0.0171
H 3.035322 0.201657 0.344225 -0.0964 0.0447 0.0648
H 2.784034 1.137029 1.831921 -0.0584 -0.1369 -0.1382
H 0.348326 0.966136 1.629859 0.0283 -0.0771 -0.0922
H 0.968316 1.613791 0.116417 0.0032 0.0284 0.0040
H 0.756705 -0.572169 -0.972772 -0.0864 0.0659 0.0994
H -0.477414 -2.063918 0.702563 0.1257 0.1646 -0.0622
H -1.552017 0.741587 0.391679 0.0904 0.0608 -0.1617
H -1.151654 -0.470445 -2.398751 -0.0645 0.1517 0.0762
H -2.487375 0.615335 -1.943068 0.0429 -0.0047 0.0204
H -0.831485 1.229625 -1.987211 -0.0060 -0.0258 -0.0139
H -2.942632 -1.016374 -0.132781 0.1583 -0.0133 0.0085

---

19
Properties=species:S:1:pos:R:3:forces:R:3 method="wB97M-V/def2-TZVPD" lumo_energy_ev=0.9 spin_multiplicity=1 total_charge=0 smiles="CC[C@@H](O)CC=O.[H][H]" gap_ev=10.9 relative_energy_ev=2.371
C 2.344355 0.217654 1.265595 0.0387 -0.0301 -0.0547
C 0.942239 0.618494 0.787964 0.0037 0.0658 -0.0991
C 0.537576 -0.250857 -0.440892 0.3914 0.0698 -0.1753
O 0.423395 -1.588285 -0.012023 -0.0758 -0.2061 0.0729
C -1.607871 0.438769 -0.109474 -0.2717 -0.1454 0.5088
C -0.777621 0.065268 -1.267624 0.3741 0.0126 0.2782
O -2.049206 -0.371953 0.682163 -0.0190 0.4926 -0.1089
H 2.363605 -0.846987 1.520599 0.0117 0.1978 -0.0491
H 3.090255 0.389255 0.479022 -0.1137 -0.0190 0.1412
H 2.653130 0.788349 2.152274 -0.1570 -0.1081 -0.2472
H 0.241280 0.468833 1.623822 0.0697 -0.0471 -0.3638
H 0.924041 1.691675 0.560739 -0.0127 -0.1082 -0.1571
H 1.353221 -0.200379 -1.160445 0.1864 -0.1692 0.0207
H -0.420892 -1.651747 0.471503 0.2259 -0.0310 -0.0796
H -1.607037 1.519322 0.115337 -0.3259 0.0384 0.1092
H -1.057992 -0.874042 -1.752993 0.0342 0.1915 0.2768
H -3.339611 -0.555781 -1.699365 -0.3089 -0.1397 -0.1133
H -0.712669 0.846080 -2.033087 0.2873 0.0573 0.4015
H -3.327825 -0.771268 -0.989299 -0.3384 -0.1218 -0.3611

---

19
Properties=species:S:1:pos:R:3:forces:R:3 method="wB97M-V/def2-TZVPD" lumo_energy_ev=0.9 spin_multiplicity=1 total_charge=0 smiles=CC[C@@H](O)[C@@H](C)O gap_ev=10.6 relative_energy_ev=0.976
C 2.053877 0.962954 0.896144 -0.0019 0.0314 -0.0917
C 0.980497 -0.040821 1.321943 -0.0955 0.0732 0.1180
C 0.186547 -0.681530 0.181096 0.0094 0.2829 -0.0405
O -0.633837 -1.724121 0.650178 0.0090 -0.2019 0.3435
C -0.845368 0.260670 -0.516547 -0.1950 0.1524 0.1078
C -1.082765 -0.209361 -1.952384 -0.1519 0.0671 0.1217
O -2.051480 0.237060 0.343998 0.2541 0.2534 -0.5299
H 2.838938 0.484925 0.298316 -0.1331 0.0108 0.0646
H 1.646821 1.786748 0.297636 0.0061 -0.1118 0.1040
H 2.539013 1.404759 1.774599 -0.1112 -0.0802 -0.1711
H 1.453455 -0.848940 1.895336 -0.1686 0.0873 -0.1403
H 0.256325 0.436122 1.990064 0.0707 0.0297 0.0696
H 0.914743 -1.087143 -0.547903 -0.4626 0.1639 0.0502
H -1.438875 -1.193950 0.888612 0.4814 -0.9482 0.1864
H -0.568642 1.315932 -0.471348 0.2531 -0.1386 -0.1962
H -0.959964 -1.296366 -2.043352 -0.1523 0.2350 0.1421
H -2.087355 0.066084 -2.283730 0.0660 0.0144 -0.0950
H -0.365320 0.260662 -2.638538 -0.1418 -0.0548 0.2561
H -2.836604 -0.133691 -0.084128 0.4643 0.1339 -0.2992